[1]
{"formula": "C24H30F18O12", "method": "wB97M-V/def2-TZVPD", "gap_ev": [6.34, 1.98], "relative_energy_kcal_mol": 24.0, "energy_ha": -3632.55709, "total_charge": 1, "spin_multiplicity": 2, "fmax_ev_per_a": 4.9, "species": ["C", "C", "O", "C", "O", "C", "F", "F", "F", "H", "H", "H", "H", "H", "C", "C", "O", "C", "O", "C", "F", "F", "F", "H", "H", "H", "H", "H", "C", "C", "O", "C", "O", "C", "F", "F", "F", "H", "H", "H", "H", "H", "C", "C", "O", "C", "O", "C", "F", "F", "F", "H", "H", "H", "H", "H", "C", "C", "O", "C", "O", "C", "F", "F", "F", "H", "H", "H", "H", "H", "C", "C", "O", "C", "O", "C", "F", "F", "F", "H", "H", "H", "H", "H"], "positions_angstrom": [[-4.315900, -16.434980, 11.315630], [-2.787480, -16.279110, 11.226220], [-2.300060, -17.251080, 12.090290], [-0.925310, -17.566360, 12.015280], [-0.181080, -17.202760, 11.126770], [-0.487510, -18.611160, 13.077880], [-1.260120, -18.713750, 14.145620], [-0.315420, -19.826550, 12.509620], [0.786040, -18.326890, 13.577050], [-4.810650, -15.868980, 10.526350], [-4.744690, -16.082220, 12.253610], [-4.685330, -17.435860, 11.092330], [-2.460170, -15.276880, 11.502810], [-2.427490, -16.523520, 10.226830], [4.151870, -18.967150, 13.462320], [4.791300, -20.312460, 13.137160], [4.284070, -20.753730, 11.844630], [4.112890, -22.052010, 11.559020], [4.108720, -22.915540, 12.428400], [3.818590, -22.313320, 10.055140], [4.637990, -21.526430, 9.407370], [4.112280, -23.557680, 9.741840], [2.605940, -22.057920, 9.633070], [3.104330, -19.260370, 13.531460], [4.472070, -18.301240, 12.660990], [4.471400, -18.585750, 14.432140], [4.453330, -20.966460, 13.941010], [5.877020, -20.328530, 13.042000], [-8.040490, -19.086160, 10.750930], [-7.515790, -20.344930, 11.494020], [-6.080810, -20.385360, 11.556720], [-5.412790, -21.005430, 12.508490], [-6.013660, -21.602690, 13.457740], [-3.917760, -21.177130, 12.158150], [-3.705120, -20.538780, 10.941520], [-3.249820, -20.675740, 13.192980], [-3.599650, -22.428600, 12.068800], [-9.095850, -18.995850, 10.493700], [-7.433180, -18.955490, 9.855280], [-7.952120, -18.205600, 11.387240], [-7.730570, -21.257170, 10.937420], [-7.971110, -20.373380, 12.483960], [-5.752030, -17.309590, 6.666530], [-4.386610, -16.660660, 7.134640], [-4.609830, -15.382750, 7.688920], [-4.554460, -14.228560, 7.017650], [-4.282880, -14.188670, 5.817360], [-5.005520, -12.911240, 7.746160], [-4.309870, -11.832190, 7.339240], [-6.248840, -12.551660, 7.377140], [-4.951980, -13.096410, 9.094140], [-5.870770, -17.099570, 5.603570], [-6.487350, -16.810580, 7.297710], [-5.741970, -18.385920, 6.838330], [-3.755970, -16.540970, 6.253680], [-3.883760, -17.237940, 7.910520], [-4.000860, -13.550940, 13.777610], [-4.488310, -13.026810, 12.406860], [-5.794790, -12.554260, 12.573030], [-6.855910, -13.270790, 12.172870], [-6.814070, -14.322730, 11.510930], [-8.135270, -12.550490, 12.380220], [-7.966140, -11.407180, 13.056850], [-8.681440, -12.376250, 11.165020], [-8.840750, -13.367230, 13.115320], [-3.043880, -14.064870, 13.867950], [-4.737620, -14.296200, 14.077390], [-4.005710, -12.703990, 14.463730], [-4.573670, -13.736130, 11.583640], [-4.080040, -12.125770, 11.949120], [2.287470, -15.531280, 13.119840], [2.226680, -15.242410, 14.626980], [1.141580, -15.845790, 15.411190], [0.056690, -15.131730, 15.947560], [-0.009290, -13.918160, 15.874070], [-0.940510, -15.982760, 16.736800], [-0.547610, -17.232360, 16.845500], [-1.185760, -15.509150, 17.962900], [-2.056630, -15.979990, 16.007400], [2.167420, -16.544950, 12.737530], [3.253220, -15.138230, 12.802130], [1.599600, -14.812260, 12.674940], [2.224010, -14.153830, 14.682580], [3.203700, -15.490170, 15.041880]], "forces_ev_per_angstrom": [[-0.144, 0.663, -0.782], [-1.622, -0.017, -1.195], [3.715, -1.896, 2.081], [-1.111, 0.945, -2.155], [-1.378, -0.569, 2.093], [2.763, -0.390, 1.064], [-0.509, 0.025, -0.453], [-0.893, 0.557, -0.047], [-1.823, 0.277, -0.934], [0.169, 0.458, 0.033], [0.214, -0.132, 0.052], [0.496, -0.399, 0.316], [0.069, -0.033, 0.070], [-0.042, 0.326, -0.175], [0.686, -1.024, -0.676], [-0.182, -0.446, 0.712], [-0.085, -0.037, -1.023], [-0.847, -0.778, 3.586], [0.157, 1.023, -2.154], [1.162, 0.007, 0.868], [1.043, 1.001, -1.222], [-0.008, -0.807, 0.111], [-1.348, 0.249, 0.259], [-0.212, 0.977, -0.325], [-0.779, 0.442, 0.138], [0.147, -0.126, -0.078], [0.346, -0.586, -0.361], [-0.068, 0.120, 0.173], [1.351, 0.263, 0.492], [-3.034, 0.267, -0.490], [2.722, -0.427, 2.298], [-3.728, 0.319, -2.421], [1.159, 0.875, -0.865], [1.828, 1.160, -0.615], [-0.206, -1.075, 2.879], [-0.096, 0.632, -0.905], [-0.352, -0.689, -0.533], [-0.035, -1.195, -0.045], [-0.176, 0.193, -0.095], [0.613, 0.035, 0.072], [-0.327, -0.001, 0.099], [0.322, -0.262, 0.143], [1.564, 0.903, 0.737], [-0.548, -0.800, -1.712], [-0.611, 2.082, 2.074], [0.408, -1.014, -3.996], [-0.470, 0.400, 2.687], [-0.345, 0.509, -0.159], [0.787, -1.208, 0.903], [-0.136, -1.221, 0.598], [0.034, 0.607, -1.059], [-0.380, 0.007, 0.211], [-0.439, -0.292, -0.321], [-0.051, 0.074, -0.027], [0.278, -0.151, 0.198], [-0.071, 0.094, -0.063], [-0.381, 0.305, -0.660], [0.620, -0.431, -0.916], [-3.073, -0.017, 0.826], [3.343, -2.043, -2.835], [-0.121, 2.324, 2.148], [0.665, 0.485, -0.036], [-0.609, -0.089, -0.756], [-0.353, 0.531, 0.840], [-1.849, -0.547, 0.700], [0.181, 0.313, -0.586], [-0.155, 0.125, 0.264], [-0.045, -0.215, 0.158], [0.598, -0.519, 0.298], [1.184, -0.200, 0.574], [-0.555, 0.839, 0.336], [0.360, 0.712, -0.242], [-1.586, -0.033, 0.447], [3.988, 2.613, -1.192], [-0.676, -2.211, 0.169], [0.304, -0.093, -0.174], [0.274, -0.700, 0.225], [0.077, 0.094, -0.693], [-0.857, 0.132, 0.016], [-0.103, 0.152, 0.350], [0.235, -0.233, 0.051], [-0.404, -0.522, -0.484], [-0.564, 0.016, 0.409], [-0.477, -0.706, 0.700]], "mulliken_charge": [-0.852, -0.332, -0.115, 0.349, -0.511, 0.812, -0.249, -0.290, -0.233, 0.187, 0.279, 0.192, 0.384, 0.345, -0.833, -0.447, -0.269, 0.412, -0.546, 0.888, -0.248, -0.238, -0.237, 0.132, 0.313, 0.411, 0.321, 0.350, -1.135, -0.257, -0.112, 0.510, -0.114, 0.899, -0.162, -0.169, -0.190, 0.416, 0.278, 0.324, 0.323, 0.392, -1.088, -0.226, -0.282, 0.389, -0.531, 0.804, -0.242, -0.253, -0.196, 0.322, 0.293, 0.327, 0.417, 0.213, -1.113, 0.493, -0.300, 0.404, -0.552, 0.866, -0.236, -0.221, -0.245, 0.217, 0.300, 0.397, -0.358, 0.375, -1.014, -0.314, -0.204, 0.401, -0.536, 0.840, -0.241, -0.252, -0.195, 0.110, 0.401, 0.363, 0.322, 0.367]}

=====

[2]
{"formula": "C24H30F3N3O4", "method": "wB97M-V/def2-TZVPD", "gap_ev": 9.57, "smiles": "O=CCCc1cc(F)cc(F)c1OCc1ccnc(F)c1.CNC(=O)[C@H](CC(C)C)NC(C)=O", "relative_energy_kcal_mol": 24.4, "energy_ha": -1697.37276, "fmax_ev_per_a": 2.3, "species": ["O", "O", "O", "F", "F", "F", "N", "O", "C", "C", "C", "C", "C", "C", "C", "C", "C", "C", "C", "C", "C", "C", "N", "N", "C", "C", "C", "C", "C", "C", "C", "C", "C", "C", "H", "H", "H", "H", "H", "H", "H", "H", "H", "H", "H", "H", "H", "H", "H", "H", "H", "H", "H", "H", "H", "H", "H", "H", "H", "H", "H", "H", "H", "H"], "positions_angstrom": [[-2.739572, 6.046916, -0.261199], [1.309733, -3.550760, 2.536263], [-5.664606, 3.449023, 2.029247], [-0.019149, -1.913934, -3.750534], [5.930863, -7.646484, 1.723961], [6.107201, -2.933995, 1.190912], [0.976574, 0.025300, -2.965863], [3.455982, -2.926688, 0.223465], [-3.205504, 5.353839, -1.155219], [1.363423, -4.771541, 2.573773], [-4.912051, 4.125259, 1.338824], [1.945412, 0.611085, -2.248804], [0.954245, -1.313704, -3.032062], [6.017215, -5.284029, 1.452168], [2.931146, -0.120040, -1.583500], [1.911817, -2.105736, -2.395505], [4.004521, -6.496517, 0.925644], [5.326358, -6.490491, 1.370248], [5.404815, -4.086221, 1.078863], [4.077234, -4.090158, 0.606552], [2.934149, -1.512592, -1.653276], [3.363845, -5.305689, 0.550650], [-4.895119, 5.459743, 1.426578], [-3.789482, 4.169256, -0.961065], [-3.125221, 5.820973, -2.588814], [3.997265, -2.333678, -0.965139], [-5.757148, 6.258657, 2.293938], [-0.366587, 1.967483, 0.715113], [-2.130215, 1.218006, -0.854126], [1.010779, -5.631722, 1.358676], [1.904371, -5.341712, 0.142923], [-1.604061, 2.416552, -0.062146], [-2.649686, 2.994363, 0.915577], [-3.999948, 3.431359, 0.302052], [1.683283, -5.256541, 3.490726], [1.962480, 1.694660, -2.182278], [7.040787, -5.273916, 1.810521], [3.686403, 0.408226, -1.010977], [1.843552, -3.182152, -2.490745], [3.475846, -7.442865, 0.880896], [-4.194833, 5.940495, 0.872495], [-4.132274, 3.714257, -1.791052], [-2.657539, 6.804268, -2.614953], [-4.126865, 5.881099, -3.010358], [-2.522370, 5.116979, -3.160050], [4.358560, -3.103404, -1.656225], [4.847223, -1.694930, -0.705639], [-5.693311, 7.311476, 2.014857], [-6.791452, 5.922174, 2.197534], [-5.442705, 6.140629, 3.331866], [-0.629445, 1.176980, 1.419106], [0.389176, 1.593300, 0.026827], [0.046697, 2.813307, 1.264718], [-1.332924, 0.812997, -1.478380], [-2.473995, 0.442344, -0.169357], [-2.950126, 1.518940, -1.502680], [1.112882, -6.682098, 1.642990], [-0.036443, -5.460442, 1.095118], [1.596121, -4.390167, -0.299840], [1.753893, -6.112665, -0.619284], [-1.293470, 3.188043, -0.766720], [-2.202915, 3.860598, 1.405816], [-2.855921, 2.251543, 1.687898], [-4.528914, 2.514742, 0.038994]], "forces_ev_per_angstrom": [[0.058, 0.029, 0.434], [0.032, -1.554, 0.051], [0.271, -0.303, -0.113], [0.552, 0.653, 0.439], [-0.199, 0.505, -0.131], [-0.490, -0.502, -0.186], [-0.467, -1.061, -0.303], [0.071, -0.111, -0.187], [0.601, 0.684, -0.233], [-0.372, 1.977, -1.052], [-0.840, -0.279, 0.315], [0.149, -1.061, 0.055], [1.058, 1.331, 0.752], [0.352, 0.030, 0.104], [-0.045, 0.118, -0.013], [-0.283, -0.310, -0.186], [0.320, -0.026, 0.191], [-0.700, 0.920, -0.353], [-0.464, -0.975, 0.019], [0.245, -0.062, 0.067], [-0.574, 0.458, -0.210], [0.673, 0.091, 0.024], [0.481, 0.916, -0.626], [-0.822, -0.755, 0.088], [0.003, -0.057, 0.049], [0.066, 0.201, -0.127], [0.125, -0.677, -0.030], [-0.239, 0.439, -0.027], [0.069, 0.433, 0.062], [0.100, -0.288, 0.410], [0.094, 0.353, -0.021], [-0.283, -0.469, 0.221], [0.228, 0.335, -0.070], [0.740, 0.058, -0.099], [0.120, -0.428, 0.416], [-0.231, -0.088, -0.183], [-0.074, 0.051, -0.028], [-0.035, -0.079, -0.050], [0.035, -0.028, -0.009], [-0.008, 0.066, -0.027], [0.029, 0.019, 0.213], [-0.053, -0.006, 0.060], [-0.066, -0.142, 0.041], [-0.009, -0.030, -0.183], [-0.046, -0.009, -0.191], [-0.078, -0.092, 0.139], [-0.072, -0.038, 0.011], [0.106, -0.190, -0.070], [0.086, 0.023, 0.077], [-0.153, 0.074, 0.056], [0.082, -0.035, 0.041], [0.087, -0.079, 0.037], [0.136, -0.069, 0.129], [-0.077, -0.080, -0.048], [-0.075, -0.096, -0.029], [-0.161, -0.167, -0.121], [-0.045, 0.003, 0.011], [0.043, 0.049, 0.088], [0.228, -0.090, 0.154], [-0.017, 0.015, 0.148], [-0.054, 0.176, -0.053], [0.034, 0.029, 0.097], [-0.088, -0.010, 0.063], [-0.157, 0.208, -0.102]], "mulliken_charge": [-0.739, -0.460, -0.685, -0.282, -0.319, -0.298, -0.597, -0.295, 0.927, -0.026, -0.038, -0.533, 0.121, -0.566, -0.224, -0.310, -0.448, 0.056, 0.419, 0.261, 0.660, 0.351, -0.024, -0.127, -1.410, -0.938, -0.999, -1.456, -1.289, -0.699, -0.698, 1.120, -1.280, 0.049, 0.380, 0.472, 0.460, 0.384, 0.506, 0.476, 0.201, 0.292, 0.373, 0.344, 0.345, 0.440, 0.418, 0.356, 0.319, 0.297, 0.366, 0.210, 0.420, 0.217, 0.320, 0.314, 0.324, 0.495, -0.008, 0.483, 0.122, 0.421, 0.499, 0.529]}